Entry a
Computed, not measured: 2 unconnected molecules or ions with the total composition C6H14N2, with wB97M-V/def2-TZVPD.

Output
- HOMO-LUMO gap (hartree) = 0.3782
- lowest unoccupied orbital energy (eV) = 0.8
- SMILES string = [H]/N=C(/C)N=C.CCC

Structure (ORCA input):
```
! wB97M-V def2-TZVPD RIJCOSX def2/J DEFGRID3
* xyz 0 1
N 1.90060 0.73615 -0.30808
N 1.74773 -1.25295 1.19869
C -1.52647 0.98328 -0.40345
C 2.39482 0.13047 -1.24958
C -2.81817 -1.16088 -0.77799
C 1.67550 1.00064 2.21217
C 1.65921 -0.02859 1.14826
C -1.46376 -0.46516 -0.87751
H -1.84051 1.03107 0.64081
H -0.55708 1.47059 -0.49587
H -2.23636 1.55672 -1.00253
H -2.75554 -2.19533 -1.11137
H 1.57261 0.52116 3.18406
H 2.44595 0.41999 -2.28668
H 0.85517 1.69514 2.03911
H -1.11091 -0.49391 -1.91182
H -0.73377 -1.01568 -0.28082
H 2.19243 -1.65309 0.21959
H -3.56264 -0.65010 -1.38840
H -3.17042 -1.16389 0.25293
H 2.60308 1.57062 2.16483
H 2.72854 -1.03626 -0.96635
*
```

These are the natural (NBO) partial charges, in e, on atoms 1 to 8:
1 N -0.468
2 N -0.602
3 C -0.614
4 C -0.015
5 C -0.601
6 C -0.681
7 C 0.447
8 C -0.396

Entry b
Computed, not measured: a molecular structure, C6H14N2, with wB97M-V/def2-TZVPD.

Output
- HOMO-LUMO gap (hartree) = 0.3248
- lowest unoccupied orbital energy (eV) = 0.4

Structure (ORCA input):
```
! wB97M-V def2-TZVPD RIJCOSX def2/J DEFGRID3
* xyz 0 1
N 2.77960 0.62917 -1.04163
N -1.51519 -1.76045 3.27025
C -0.02995 1.13574 -0.17609
C 1.31393 0.34453 -1.00113
C -1.09124 -0.68581 2.31066
C -1.09217 -0.80013 0.86281
C -1.30694 0.45075 0.18842
C 1.00271 -0.15622 -2.62024
H 1.23521 -0.57610 -0.48134
H 1.54471 -1.03950 -2.72580
H -1.82687 0.05715 -0.77576
H -1.33181 -1.79029 0.56913
H -0.26566 2.12881 -0.83948
H -0.00865 -0.15502 -2.93436
H 1.44859 0.63737 -3.22545
H 0.51710 1.58901 0.69678
H -0.64622 -1.83714 2.57200
H -2.41365 -2.03275 3.02311
H 1.64450 1.36828 -1.39760
H -0.99236 0.11985 3.06711
H 3.01030 1.33570 -0.17229
H -1.97595 1.03705 0.83089
*
```

These are the natural (NBO) partial charges, in e, on atoms 1 to 8:
1 N -0.734
2 N -0.856
3 C -0.365
4 C -0.351
5 C -0.129
6 C -0.234
7 C -0.481
8 C -0.594

Which structure wins on stability? entry a wins.

Entry a
Computed, not measured: C6H14N2 in the gas phase, with wB97M-V/def2-TZVPD.

Output
- HOMO-LUMO gap (hartree) = 0.3413
- lowest unoccupied orbital energy (eV) = 1.0
- SMILES string = C=CC[C@H](CN)NC

Structure (ORCA input):
```
! wB97M-V def2-TZVPD RIJCOSX def2/J DEFGRID3
* xyz 0 1
N 2.09988 0.15088 -1.73855
N -0.06181 1.40894 0.16588
C 0.13674 -0.00062 -0.18685
C 0.08926 2.47358 -0.87159
C -0.31106 -0.83588 1.15522
C 1.60062 -0.50156 -0.43518
C -1.83694 -0.93999 1.22369
C -2.41489 -2.12885 1.08895
H 0.05880 -0.34535 2.08323
H -0.76993 3.10841 -0.74922
H 1.68135 -1.63993 -0.60620
H 0.25597 2.03587 -1.93592
H -1.94627 -3.01386 0.95657
H 2.62428 -0.58193 -2.29833
H -0.47984 -0.25872 -1.07706
H 2.30971 -0.25945 0.38717
H 0.11166 -1.90239 1.03061
H -3.50330 -2.23747 1.23201
H -2.39661 0.08855 1.24947
H 0.59589 1.62533 0.89108
H 2.74957 0.91446 -1.58583
H 0.85985 3.14756 -0.41436
*
```

These are the natural (NBO) partial charges, in e, on atoms 1 to 8:
1 N -0.872
2 N -0.644
3 C -0.040
4 C -0.433
5 C -0.440
6 C -0.242
7 C -0.164
8 C -0.414

Entry b
Computed, not measured: C6H14N2 in the gas phase, with wB97M-V/def2-TZVPD.

Output
- HOMO-LUMO gap (hartree) = 0.2959
- lowest unoccupied orbital energy (eV) = 1.0
- SMILES string = C/C(=C\N)NC(C)C

Structure (ORCA input):
```
! wB97M-V def2-TZVPD RIJCOSX def2/J DEFGRID3
* xyz 0 1
N -0.05707 -1.30727 0.53333
N -3.07872 0.79383 -0.00834
C -0.95185 -0.45333 -0.12345
C 2.32848 -0.97879 -0.11325
C 1.27044 1.19322 0.58117
C 1.24906 -0.32120 0.72992
C -2.03197 0.06477 0.52461
C -0.73779 -0.20136 -1.59588
H -0.41340 -1.56463 1.45425
H -0.01406 -0.90335 -2.01816
H 2.39362 -2.04989 0.08811
H -0.39107 0.81461 -1.79643
H -2.24983 -0.27008 1.53934
H 1.23920 1.50675 -0.46499
H -2.78721 1.46622 -0.71133
H 1.45769 -0.52839 1.78405
H 2.13534 -0.85228 -1.18087
H 0.46741 1.67764 1.14119
H 2.21347 1.58344 0.98057
H 3.30766 -0.54348 0.12132
H -1.66768 -0.34478 -2.15555
H -3.68171 1.21837 0.69040
*
```

These are the natural (NBO) partial charges, in e, on atoms 1 to 8:
1 N -0.607
2 N -0.826
3 C 0.084
4 C -0.616
5 C -0.638
6 C -0.044
7 C -0.079
8 C -0.668

Entry c
Computed, not measured: a molecular structure, C6H14N2, with wB97M-V/def2-TZVPD.

Output
- HOMO-LUMO gap (spin up / spin down) (hartree) = 0.2718 / 0.2718
- lowest unoccupied orbital energy (spin up / spin down) (eV) = 0.4 / 0.4

Structure (ORCA input):
```
! wB97M-V def2-TZVPD RIJCOSX def2/J DEFGRID3
* xyz 0 1
N -0.64179 -0.28541 2.45326
N 1.85742 1.45839 1.48846
C 1.36470 0.21515 1.07399
C -2.68856 -0.35463 -0.79330
C 0.13677 -0.22532 1.46236
C 2.25627 -0.60722 0.19681
C -0.42232 0.35357 -1.73552
C -1.24176 -0.68800 -1.05450
H 0.11214 0.93691 -0.94721
H -2.76339 0.54743 -0.18724
H 1.15942 2.07274 1.88303
H -1.10948 -1.68197 -1.48125
H 3.11445 -0.96803 0.77391
H 2.63370 -0.03624 -0.65274
H -1.01624 1.04109 -2.33938
H -0.65681 -0.59118 0.21994
H 1.71952 -1.47525 -0.18861
H 0.36583 -0.07343 -2.35622
H 2.42711 1.93133 0.79953
H -0.18187 -0.22112 3.36369
H -3.18509 -1.16106 -0.25305
H -3.24005 -0.18773 -1.72595
*
```

These are the natural (NBO) partial charges, in e, on atoms 1 to 8:
1 N -0.622
2 N -0.786
3 C 0.068
4 C -0.620
5 C 0.182
6 C -0.642
7 C -0.636
8 C -0.343

Entry d
Computed, not measured: 2 unconnected molecules or ions with the total composition C6H14N2, with wB97M-V/def2-TZVPD.

Output
- HOMO-LUMO gap (hartree) = 0.3110
- lowest unoccupied orbital energy (eV) = 0.9
- SMILES string = CC(C)=C=N.CNC

Structure (ORCA input):
```
! wB97M-V def2-TZVPD RIJCOSX def2/J DEFGRID3
* xyz 0 1
N -0.91944 0.45291 2.29339
N 1.45900 0.61125 -0.17669
C 2.21253 0.89915 1.02110
C -0.88204 0.14602 1.10246
C -2.25418 0.85876 -0.84375
C 1.89161 -0.56659 -0.89955
C -1.48880 -0.15886 -0.04114
C -1.58820 -1.59073 -0.50725
H -1.03231 -2.27127 0.13551
H -1.85234 0.88524 -1.85951
H 1.88633 1.84341 1.45480
H -0.05348 0.66730 2.77808
H 2.09297 0.10150 1.77093
H 2.96012 -0.75714 -0.78629
H 3.27523 0.95102 0.78173
H -3.30908 0.58214 -0.90993
H -1.20631 -1.68382 -1.52492
H -2.62753 -1.92813 -0.49803
H 1.70171 -0.41080 -1.96098
H 0.49788 0.99562 -0.36322
H 1.39072 -1.48023 -0.55375
H -2.15437 1.85328 -0.41299
*
```

These are the natural (NBO) partial charges, in e, on atoms 1 to 8:
1 N -0.631
2 N -0.674
3 C -0.405
4 C 0.411
5 C -0.611
6 C -0.409
7 C -0.216
8 C -0.608

Which structure wins on stability? entry b wins.

Entry a
Computed, not measured: 2 unconnected molecules or ions with the total composition C6H14N2, with wB97M-V/def2-TZVPD.

Output
- HOMO-LUMO gap (hartree) = 0.2919
- lowest unoccupied orbital energy (eV) = 0.9
- SMILES string = C/C=C\N.C=C(C)N

Structure (ORCA input):
```
! wB97M-V def2-TZVPD RIJCOSX def2/J DEFGRID3
* xyz 0 1
N -0.57675 -0.40402 2.37731
N 1.82336 -0.18481 0.30743
C -0.90133 -1.06552 0.03515
C -0.36492 -1.24135 1.29680
C 0.58200 1.76790 -0.48833
C -2.15527 -0.27846 -0.24682
C 0.95148 0.32437 -0.74608
C 1.09836 -0.10959 -2.02584
H 1.40396 -1.12270 -2.23672
H 1.46387 2.40212 -0.42439
H 2.38198 -0.96849 -0.00430
H -3.01444 -0.92484 -0.38853
H 0.71702 0.45855 -2.85403
H -2.01196 0.27853 -1.17139
H -0.79045 -1.92270 -0.61741
H -0.07610 2.14579 -1.26564
H 0.20877 -0.30985 2.99586
H 2.40267 0.50622 0.76976
H -2.38633 0.44825 0.53192
H -0.99865 0.48535 2.15593
H 0.19167 -2.13600 1.53880
H 0.05104 1.85122 0.46052
*
```

These are the natural (NBO) partial charges, in e, on atoms 1 to 8:
1 N -0.821
2 N -0.872
3 C -0.334
4 C 0.062
5 C -0.660
6 C -0.632
7 C 0.241
8 C -0.502

Entry b
Computed, not measured: 2 unconnected molecules or ions with the total composition C6H14N2, with wB97M-V/def2-TZVPD.

Output
- HOMO-LUMO gap (spin up / spin down) (hartree) = 0.2968 / 0.2968
- lowest unoccupied orbital energy (spin up / spin down) (eV) = 0.6 / 0.6
- SMILES string = C=C(C)C.C=C(N)N

Structure (ORCA input):
```
! wB97M-V def2-TZVPD RIJCOSX def2/J DEFGRID3
* xyz 0 1
N -0.86285 0.45989 1.90708
N -1.68585 -1.38990 0.64852
C 0.94728 -0.07028 -0.82187
C 1.41861 1.39907 -0.34950
C 0.95426 -0.20978 -2.16658
C -2.01823 0.83688 -0.14510
C 1.62820 -1.15400 -0.01940
C -1.29351 -0.02996 0.64360
H -2.78821 0.45800 -0.79412
H -1.40088 -1.95870 1.43403
H 2.46847 1.30872 -0.07416
H -1.40991 1.23907 2.24473
H 0.88456 -1.69433 0.56293
H -2.63799 -1.61115 0.39765
H 2.09585 -1.88994 -0.67166
H 1.28685 2.15383 -1.11988
H -2.10172 1.88170 0.09541
H 0.48536 0.45994 -2.87093
H 1.50489 -0.91361 -2.77063
H -0.66655 -0.21608 2.63189
H 2.33956 -0.84483 0.74477
H 0.85180 1.78547 0.49321
*
```

These are the natural (NBO) partial charges, in e, on atoms 1 to 8:
1 N -0.858
2 N -0.855
3 C 0.013
4 C -0.615
5 C -0.383
6 C -0.536
7 C -0.655
8 C 0.366

Which structure wins on stability? entry a wins.